{
  "formula": "C19H25N6RhS2",
  "method": "the ωB97M-V functional and the def2-TZVPD basis",
  "species": ["Rh", "C", "C", "N", "C", "C", "S", "C", "C", "N", "H", "H", "H", "H", "H", "H", "H", "H", "H", "H", "H", "H", "H", "H", "S", "C", "N", "N", "C", "C", "C", "C", "C", "C", "N", "N", "C", "C", "C", "C", "C", "C", "H", "H", "H", "H", "H", "H", "H", "H", "H", "H", "H"],
  "xyz": [[-0.0918, 1.6420, -0.9269], [1.2778, 4.2285, -1.0819], [2.3316, 3.3849, -0.3908], [2.0197, 1.9335, -0.5256], [2.4861, 1.1248, 0.6274], [1.7048, 1.4004, 1.9092], [-0.0624, 1.7432, 1.6608], [-0.1270, 3.5645, 1.7744], [-0.6769, 4.2400, 0.5276], [-0.0951, 3.7546, -0.7524], [1.3980, 5.2836, -0.8270], [1.3864, 4.1377, -2.1636], [3.3092, 3.6015, -0.8230], [2.4013, 3.6225, 0.6679], [2.5027, 1.5621, -1.3413], [2.3832, 0.0812, 0.3402], [3.5467, 1.3146, 0.8123], [1.7553, 0.5204, 2.5485], [2.1087, 2.2297, 2.4887], [-0.7773, 3.8071, 2.6134], [0.8687, 3.9168, 2.0323], [-1.7500, 4.0660, 0.4594], [-0.5229, 5.3184, 0.6151], [-0.7069, 4.1069, -1.4846], [-2.2827, 1.4290, -1.1058], [-2.3296, -0.3442, -0.9578], [-3.5715, -0.7883, -0.8821], [-3.6882, -2.1519, -0.8107], [-3.4691, -2.9146, 0.2749], [-3.7141, -4.3070, 0.1576], [-3.4901, -5.1173, 1.2389], [-3.0471, -4.5630, 2.4453], [-2.8267, -3.1836, 2.5664], [-3.0308, -2.3511, 1.4968], [-1.2285, -1.0853, -1.0094], [-0.1213, -0.3881, -1.1740], [1.0427, -1.1725, -1.3833], [1.9898, -0.7022, -2.2885], [3.1653, -1.4072, -2.4997], [3.3936, -2.5884, -1.8067], [2.4290, -3.0721, -0.9318], [1.2478, -2.3749, -0.7207], [-4.1607, -2.5693, -1.6074], [-4.0601, -4.7165, -0.7837], [-3.6632, -6.1815, 1.1607], [-2.8870, -5.2063, 3.3002], [-2.5133, -2.7719, 3.5159], [-2.8989, -1.2825, 1.5825], [1.7613, 0.1697, -2.8959], [3.8869, -1.0532, -3.2248], [4.3106, -3.1393, -1.9638], [2.5957, -4.0058, -0.4111], [0.4904, -2.7452, -0.0419]],
  "forces_ev_per_angstrom": [[-0.01, 0.17, 0.19], [-0.05, -0.06, 0.02], [0.06, -0.05, 0.01], [-0.08, -0.07, -0.10], [0.04, 0.05, -0.03], [0.03, 0.01, 0.01], [-0.15, -0.12, -0.10], [0.01, 0.01, 0.00], [0.05, -0.01, -0.06], [-0.06, -0.05, -0.11], [0.01, 0.01, 0.02], [-0.01, 0.00, -0.01], [0.03, 0.01, 0.03], [-0.03, 0.00, -0.01], [0.05, 0.02, 0.00], [-0.02, -0.03, -0.01], [0.02, -0.01, -0.01], [0.01, 0.01, 0.02], [0.02, -0.01, -0.02], [0.00, 0.01, 0.00], [-0.01, 0.02, 0.00], [-0.02, -0.01, 0.02], [-0.01, 0.02, 0.01], [0.03, 0.06, 0.02], [0.24, -0.17, 0.07], [-0.15, -0.02, -0.14], [0.06, -0.10, 0.22], [-0.01, -0.07, -0.02], [-0.14, 0.17, -0.17], [0.01, -0.05, 0.06], [0.00, 0.00, 0.01], [0.00, -0.01, 0.01], [-0.01, -0.01, 0.00], [0.05, -0.06, 0.06], [-0.15, 0.32, -0.06], [0.23, -0.21, 0.14], [-0.18, 0.24, -0.11], [0.08, 0.06, -0.17], [-0.04, 0.03, 0.00], [0.00, -0.01, 0.03], [-0.03, -0.03, 0.03], [0.03, -0.08, 0.15], [0.09, 0.01, -0.04], [0.00, 0.03, 0.00], [0.00, 0.01, 0.02], [0.00, 0.01, -0.01], [0.00, -0.02, 0.00], [0.00, 0.01, -0.03], [0.02, 0.02, 0.04], [-0.02, 0.00, 0.02], [-0.01, -0.01, 0.00], [0.00, 0.01, 0.00], [0.03, -0.01, -0.01]],
  "lowdin_charge": [0.72, -0.15, -0.15, -0.15, -0.22, -0.39, 0.94, -0.39, -0.23, -0.20, 0.14, 0.13, 0.14, 0.11, 0.11, 0.10, 0.14, 0.09, 0.09, 0.10, 0.08, 0.11, 0.14, 0.13, 0.80, -0.74, 0.05, 0.09, -0.21, 0.03, -0.03, -0.01, -0.04, 0.01, 0.03, -0.16, -0.30, -0.08, -0.06, -0.06, -0.05, -0.03, 0.18, 0.13, 0.13, 0.13, 0.12, 0.11, 0.11, 0.12, 0.12, 0.12, 0.11],
  "charge": 2,
  "homo_energy_ev": [-13.05, -14.35],
  "orbital_gap_ev": [7.408, 5.722],
  "spin_multiplicity": 5,
  "energy_ha": -1973.851623
}

{
  "formula": "C19H26BF2N3O4",
  "method": "the ωB97M-V functional and the def2-TZVPD basis",
  "species": ["C", "C", "B", "O", "C", "O", "C", "O", "O", "C", "C", "C", "N", "N", "N", "H", "H", "H", "H", "H", "H", "H", "H", "H", "H", "H", "H", "H", "H", "H", "H", "F", "C", "C", "C", "C", "C", "C", "H", "H", "H", "H", "H", "F", "C", "C", "C", "C", "C", "C", "H", "H", "H", "H", "H"],
  "xyz": [[3.3407, 0.5666, 3.0042], [2.5623, 1.7254, 2.3540], [1.5519, 1.2282, 1.2484], [0.2894, 1.7089, 1.1675], [1.9480, 0.1214, 0.1878], [0.9561, -0.8878, -0.0665], [1.5068, -1.5739, -1.1193], [1.5288, -2.7854, -1.2484], [2.0105, -0.6646, -1.9806], [2.3377, 0.5472, -1.2369], [1.5732, 1.6705, -1.8860], [2.1542, 3.0949, -1.6565], [1.1859, 3.9725, -1.0201], [2.5832, 3.7174, -2.9148], [3.2851, 3.0642, -0.7338], [2.7596, -0.3468, 2.9693], [3.6427, 0.7850, 4.0166], [4.2340, 0.3583, 2.4268], [3.2369, 2.4202, 1.8651], [1.9732, 2.2201, 3.1222], [0.1566, 2.4340, 1.7792], [2.8242, -0.4229, 0.5472], [3.4057, 0.6512, -1.3507], [0.5312, 1.6501, -1.5965], [1.5903, 1.4631, -2.9486], [0.2418, 3.7607, -1.2911], [1.2814, 3.9247, -0.0202], [3.5473, 3.5171, -3.1183], [1.9987, 3.4702, -3.6963], [3.6192, 4.0217, -0.7008], [4.0421, 2.5535, -1.1675], [-1.6865, 3.2170, 0.1726], [-2.8106, 2.4594, 0.1729], [-2.7387, 1.1186, 0.5096], [-3.9110, 0.3754, 0.5015], [-5.1195, 0.9646, 0.1569], [-5.1621, 2.3090, -0.1798], [-4.0012, 3.0675, -0.1701], [-1.7920, 0.6718, 0.7696], [-3.8775, -0.6725, 0.7667], [-6.0266, 0.3758, 0.1509], [-6.1010, 2.7712, -0.4520], [-4.0133, 4.1192, -0.4236], [-4.3682, -5.8319, 0.7332], [-3.0401, -5.7804, 0.4946], [-2.4787, -4.5858, 0.0914], [-1.1131, -4.5362, -0.1496], [-0.3354, -5.6741, 0.0080], [-0.9229, -6.8650, 0.4117], [-2.2867, -6.9239, 0.6618], [-3.1054, -3.7124, -0.0310], [-0.6530, -3.6107, -0.4601], [0.7276, -5.6283, -0.1853], [-0.3189, -7.7540, 0.5320], [-2.7639, -7.8401, 0.9826]],
  "forces_ev_per_angstrom": [[0.01, 0.18, -0.70], [-0.39, -0.70, -0.14], [0.13, 0.13, 0.05], [0.22, -0.23, -0.16], [0.71, 0.02, -0.08], [0.23, -0.69, 0.03], [-0.50, -1.60, -0.21], [-0.31, 2.59, 0.07], [0.55, -0.73, 0.24], [-0.80, -0.33, -0.36], [0.31, 0.29, -0.21], [-0.18, 0.23, 0.04], [0.33, 0.37, -0.24], [-0.08, 0.18, 0.32], [0.02, 0.05, -0.25], [-0.16, -0.27, 0.36], [0.03, 0.01, 0.31], [0.29, -0.06, -0.05], [0.12, 0.35, 0.18], [0.05, 0.44, 0.12], [-0.32, 0.18, 0.23], [0.11, -0.03, 0.31], [0.27, 0.15, 0.10], [-0.25, -0.14, 0.29], [0.04, -0.07, -0.27], [-0.25, -0.02, 0.10], [-0.21, -0.17, 0.16], [0.12, -0.22, -0.23], [-0.03, -0.02, -0.19], [-0.01, 0.19, 0.24], [0.18, -0.17, 0.04], [-0.10, 0.04, -0.02], [-0.25, -0.19, -0.01], [0.08, 0.08, -0.01], [-0.06, 0.09, -0.04], [-0.03, -0.06, 0.01], [0.03, -0.05, 0.02], [0.01, 0.16, -0.04], [0.07, 0.03, -0.02], [0.03, -0.02, 0.00], [-0.01, -0.01, 0.00], [-0.01, 0.03, 0.00], [0.03, 0.00, -0.01], [-0.03, 0.00, 0.01], [0.15, 0.01, -0.03], [-0.07, 0.09, 0.00], [-0.08, -0.06, 0.03], [0.07, -0.03, 0.00], [-0.01, 0.11, -0.02], [-0.06, -0.14, 0.05], [-0.02, -0.01, 0.01], [0.05, 0.03, -0.03], [0.01, 0.03, -0.01], [0.00, -0.02, 0.02], [-0.03, 0.01, -0.01]],
  "nbo_charge": [-0.59, -0.80, 1.03, -0.86, -0.27, -0.50, 0.98, -0.58, -0.50, 0.11, -0.47, 0.40, -0.84, -0.85, -0.85, 0.20, 0.21, 0.20, 0.26, 0.21, 0.50, 0.19, 0.19, 0.23, 0.23, 0.37, 0.37, 0.36, 0.36, 0.38, 0.35, -0.34, 0.39, -0.30, -0.18, -0.23, -0.19, -0.29, 0.25, 0.22, 0.22, 0.22, 0.23, -0.33, 0.40, -0.29, -0.19, -0.23, -0.19, -0.29, 0.22, 0.23, 0.22, 0.21, 0.23],
  "charge": 0,
  "homo_energy_ev": -8.95,
  "orbital_gap_ev": 9.303,
  "spin_multiplicity": 1,
  "smiles": "CCB(O)[C@H]1OC(=O)O[C@H]1CC(N)(N)N.Fc1ccccc1.Fc1ccccc1",
  "energy_ha": -1429.467273,
  "de_lowest_kj_mol": 36.6
}

{
  "formula": "C19H26BeClNO2Si2",
  "method": "the ωB97M-V functional and the def2-TZVPD basis",
  "species": ["Be", "C", "Si", "C", "C", "C", "C", "C", "C", "C", "C", "N", "Si", "C", "C", "C", "H", "H", "H", "H", "H", "H", "H", "H", "H", "H", "H", "H", "H", "H", "H", "H", "H", "H", "H", "H", "H", "H", "Cl", "C", "C", "C", "C", "O", "C", "C", "O", "C", "H", "H", "H", "H"],
  "xyz": [[-0.9301, 0.0375, -0.2361], [2.0279, -2.6726, 1.9142], [2.4357, -0.8403, 1.6619], [4.2857, -0.5867, 2.0288], [1.4498, 0.1804, 2.9240], [1.9482, -0.2522, -0.0128], [1.4549, 1.1025, -0.0731], [2.3245, 2.2175, -0.0143], [1.8382, 3.5006, 0.0116], [0.4590, 3.7111, -0.0367], [-0.3570, 2.6189, -0.1200], [0.1040, 1.3485, -0.1507], [2.6020, -0.8605, -1.6387], [2.4551, -2.7216, -1.9515], [1.6408, 0.0639, -2.9932], [4.4400, -0.4177, -1.8606], [2.4148, -3.0323, 2.8701], [2.4679, -3.2867, 1.1256], [0.9472, -2.8363, 1.9052], [4.5655, -0.8999, 3.0391], [4.5556, 0.4660, 1.9223], [4.8966, -1.1579, 1.3262], [1.5702, -0.1839, 3.9463], [0.3829, 0.1532, 2.6844], [1.7631, 1.2270, 2.9071], [3.3857, 2.0202, 0.0267], [2.5100, 4.3472, 0.0840], [0.0387, 4.7055, -0.0082], [-1.4350, 2.7145, -0.1625], [1.4139, -3.0203, -2.0718], [2.8864, -3.3039, -1.1347], [2.9886, -2.9894, -2.8660], [0.5653, -0.0331, -2.8240], [1.8541, -0.3128, -3.9952], [1.8800, 1.1298, -2.9786], [5.0515, -0.9239, -1.1106], [4.5987, 0.6566, -1.7465], [4.8208, -0.7052, -2.8450], [-6.3646, -3.9424, 0.2648], [-5.1610, -2.6915, 0.2286], [-5.5551, -1.3566, 0.3556], [-4.6119, -0.3511, 0.3441], [-3.2567, -0.6480, 0.1742], [-2.3532, 0.3070, 0.1934], [-2.8737, -2.0005, -0.0290], [-1.5710, -2.2808, -0.5042], [-0.7188, -1.3983, -0.8009], [-3.8432, -3.0190, 0.0546], [-6.6027, -1.1137, 0.4662], [-4.9003, 0.6842, 0.4628], [-1.2876, -3.3157, -0.7025], [-3.5374, -4.0513, -0.0589]],
  "forces_ev_per_angstrom": [[1.00, 0.78, 0.16], [0.15, 0.17, 0.03], [-0.13, 0.32, -0.60], [-0.23, -0.20, 0.17], [0.12, -0.16, -0.05], [-0.29, -0.56, -0.15], [0.20, -0.24, 0.14], [-0.25, 0.33, -0.06], [0.11, -0.09, 0.04], [-0.14, 0.08, 0.00], [-0.32, -0.06, -0.08], [0.53, -0.06, -0.08], [-0.02, 0.48, 0.59], [0.04, 0.22, 0.12], [0.09, -0.18, 0.10], [-0.18, -0.20, -0.19], [0.00, -0.03, 0.04], [-0.02, 0.01, 0.00], [0.00, 0.03, -0.03], [-0.01, 0.00, 0.01], [-0.02, 0.03, -0.04], [0.00, 0.00, -0.03], [0.03, -0.02, 0.02], [-0.02, -0.01, 0.02], [0.00, 0.02, -0.01], [0.00, -0.05, 0.02], [0.04, -0.01, -0.02], [-0.04, -0.01, 0.00], [0.00, 0.05, 0.02], [-0.08, -0.01, 0.04], [-0.01, 0.00, -0.01], [0.02, 0.01, -0.03], [-0.03, -0.02, -0.05], [0.04, -0.01, -0.02], [0.02, 0.02, 0.00], [-0.01, 0.00, 0.03], [-0.03, 0.03, 0.03], [0.01, 0.00, -0.02], [-0.01, 0.02, 0.03], [0.12, -0.39, 0.01], [0.33, 0.37, 0.02], [-0.42, -0.04, 0.11], [0.51, 0.10, -0.02], [-0.59, -0.14, -0.03], [-0.37, 0.26, 0.14], [0.37, 0.23, -0.36], [-0.41, -0.89, 0.17], [-0.01, -0.06, -0.11], [-0.02, -0.04, 0.02], [0.00, 0.00, 0.00], [-0.01, -0.05, -0.04], [-0.07, -0.02, -0.05]],
  "nbo_charge": [1.69, -1.11, 1.70, -1.12, -1.11, -1.45, 0.36, -0.29, -0.13, -0.29, 0.06, -0.78, 1.71, -1.11, -1.11, -1.12, 0.23, 0.23, 0.22, 0.22, 0.22, 0.23, 0.23, 0.22, 0.23, 0.23, 0.22, 0.22, 0.21, 0.22, 0.23, 0.23, 0.21, 0.23, 0.23, 0.23, 0.22, 0.22, 0.01, -0.09, -0.16, -0.23, 0.41, -0.93, -0.28, 0.44, -0.75, -0.13, 0.24, 0.23, 0.18, 0.23],
  "charge": 0,
  "homo_energy_ev": -6.15,
  "orbital_gap_ev": 4.766,
  "spin_multiplicity": 1,
  "energy_ha": -1998.925165,
  "de_lowest_kj_mol": 104.6
}

{
  "formula": "C19H26Br4ClNO2",
  "method": "the ωB97M-V functional and the def2-TZVPD basis",
  "species": ["C", "C", "C", "C", "C", "C", "C", "C", "C", "Cl", "C", "C", "C", "C", "C", "O", "N", "C", "O", "H", "H", "H", "H", "H", "H", "H", "H", "H", "H", "H", "H", "H", "H", "H", "H", "H", "H", "Br", "C", "C", "Br", "H", "H", "H", "H", "Br", "C", "C", "Br", "H", "H", "H", "H"],
  "xyz": [[0.4509, -2.2179, -1.4028], [1.8168, -1.6501, -1.9046], [1.9360, -0.1675, -1.4994], [1.1858, 0.7942, -2.4517], [1.2090, 2.2088, -1.8095], [0.0746, 3.1542, -2.2466], [-1.3490, 2.5310, -2.2601], [-1.6599, 1.5491, -1.1414], [-1.3578, 1.6973, 0.2128], [-0.5899, 3.1428, 0.8064], [-1.6773, 0.6989, 1.1087], [-2.3135, -0.4506, 0.7349], [-2.6632, -0.6194, -0.5814], [-2.3202, 0.3865, -1.4754], [-2.8372, -0.0781, -2.8236], [-2.9684, 0.4932, -3.8829], [-3.2356, -1.4107, -2.6373], [-3.3702, -1.7570, -1.2857], [-3.8913, -2.7429, -0.8223], [0.5857, -2.9418, -0.5968], [-0.1682, -1.3921, -1.0391], [-0.0700, -2.6607, -2.2608], [2.5922, -2.1935, -1.3444], [2.0068, -1.8392, -2.9651], [2.9771, 0.1560, -1.3607], [1.4854, -0.0678, -0.4987], [1.7780, 0.8035, -3.3772], [0.1844, 0.4142, -2.6775], [2.1495, 2.6738, -2.1389], [1.3019, 2.0881, -0.7267], [0.0995, 4.0491, -1.6172], [0.2906, 3.5076, -3.2637], [-1.5243, 2.0971, -3.2430], [-2.0639, 3.3612, -2.1455], [-1.3979, 0.8540, 2.1475], [-2.5592, -1.2384, 1.4506], [-3.9446, -1.7639, -3.2691], [-2.8184, -2.1373, 6.3915], [-2.2644, -3.3996, 5.0180], [-0.8750, -3.1008, 4.5220], [-0.8629, -1.5752, 3.3122], [-3.0128, -3.3601, 4.2326], [-2.2959, -4.3758, 5.4976], [-0.4924, -3.9327, 3.9339], [-0.1765, -2.8755, 5.3219], [4.5779, 1.4058, -0.1570], [4.2381, 2.2647, 1.5568], [4.0784, 1.2500, 2.6573], [2.3329, 0.3872, 2.5882], [3.3607, 2.8916, 1.4266], [5.1067, 2.8945, 1.7392], [4.1189, 1.7344, 3.6310], [4.8221, 0.4603, 2.6164]],
  "forces_ev_per_angstrom": [[0.32, 0.36, -1.08], [0.09, -0.04, 1.45], [-0.45, -0.25, -0.39], [1.12, 0.04, 0.60], [0.10, -0.20, -1.00], [0.14, -0.16, 0.15], [0.41, 0.91, 0.66], [0.24, 0.48, -0.95], [0.06, 0.17, -0.56], [-0.30, -0.18, 0.18], [0.56, 0.64, 1.14], [-0.98, -1.55, 0.17], [0.06, 0.37, 0.10], [-0.75, -1.03, -0.88], [0.08, 0.27, -0.37], [0.22, -0.20, 0.68], [-1.11, -0.27, 0.10], [0.83, 0.36, 0.47], [0.23, 0.67, -0.44], [-0.13, 0.02, -0.18], [0.03, -0.19, 0.04], [-0.14, -0.22, 0.44], [0.01, 0.08, -0.33], [-0.19, 0.20, 0.07], [-0.65, -0.32, -0.52], [0.14, -0.06, -0.12], [-0.45, 0.07, -0.10], [0.09, 0.11, 0.07], [-0.11, -0.02, 0.28], [-0.31, 0.17, -0.08], [-0.02, -0.15, -0.09], [-0.12, -0.14, 0.12], [-0.16, -0.21, 0.33], [0.06, -0.16, -0.19], [-0.10, 0.00, -0.10], [0.08, 0.48, -0.25], [0.33, -0.14, -0.19], [-0.03, 0.01, -0.08], [-0.03, 0.00, 0.29], [0.08, -0.01, -0.23], [0.30, -0.25, 0.47], [0.06, 0.01, -0.03], [0.06, 0.00, -0.03], [-0.05, -0.01, 0.01], [-0.07, 0.00, 0.04], [0.40, 0.38, 0.37], [0.28, 0.01, -0.14], [-0.27, 0.05, 0.13], [0.07, -0.06, -0.02], [-0.03, -0.06, 0.04], [-0.01, -0.03, 0.06], [0.01, 0.04, -0.04], [0.01, 0.04, -0.06]],
  "nbo_charge": [-0.62, -0.40, -0.39, -0.41, -0.41, -0.40, -0.44, -0.01, -0.01, 0.02, -0.22, -0.17, -0.14, -0.07, 0.67, -0.55, -0.65, 0.68, -0.54, 0.21, 0.20, 0.21, 0.20, 0.20, 0.21, 0.19, 0.20, 0.19, 0.21, 0.20, 0.21, 0.21, 0.25, 0.23, 0.24, 0.25, 0.42, -0.01, -0.45, -0.44, -0.01, 0.23, 0.23, 0.23, 0.23, 0.00, -0.45, -0.45, -0.01, 0.23, 0.23, 0.23, 0.23],
  "charge": 0,
  "homo_energy_ev": -9.56,
  "orbital_gap_ev": 9.176,
  "spin_multiplicity": 1,
  "smiles": "CCCCCCCc1c(Cl)ccc2c1C(=O)NC2=O.BrCCBr.BrCCBr",
  "energy_ha": -11701.109916,
  "de_lowest_kj_mol": 0.0
}